# 1
Entry from the Open Molecules 2025 dataset: an isolated molecule of C4H12OSSi at a distorted geometry (ωB97M-V/def2-TZVPD).

ORCA input file:
```
! RIJCOSX wB97M-V def2-TZVPD def2/J DEFGRID3
* xyz 0 1
C -0.42 -1.07 -1.74
C -2.27 0.71 0.23
C 0.56 1.58 -0.22
C 1.90 -1.16 0.81
O 0.51 0.27 2.64
Si -0.48 0.03 -0.22
S 0.26 -0.93 1.70
H -0.73 -2.10 -1.60
H -1.04 -0.71 -2.60
H 0.61 -1.21 -2.04
H -3.01 -0.10 0.37
H -2.22 1.20 1.17
H -2.70 1.29 -0.55
H 0.06 2.50 -0.44
H 0.90 1.77 0.87
H 1.46 1.58 -0.65
H 1.87 -2.23 0.52
H 2.63 -1.12 1.59
H 2.10 -0.26 0.18
*
```

Computed properties:
- highest occupied orbital energy (eV) = -8.608

These are the Mulliken partial charges, in e, on atoms 1 to 5: -1.0634, -1.1680, -1.4323, -0.8693, -0.6120

# 2
Entry from the Open Molecules 2025 dataset: a 2-piece molecular cluster, C4H10NO3 overall at a distorted geometry (ωB97M-V/def2-TZVPD).

ORCA input file:
```
! RIJCOSX wB97M-V def2-TZVPD def2/J DEFGRID3
* xyz 1 1
O -1.14 1.66 -0.58
C -1.68 0.61 -0.73
C -0.77 -0.71 -0.64
C -1.00 -1.17 0.84
C 0.14 -2.09 1.26
O 1.29 -1.74 1.14
N 0.60 -0.25 -1.00
H -2.70 0.30 -0.92
H -1.13 -1.45 -1.37
H -0.75 -0.28 1.45
H -2.04 -1.39 0.99
H -0.02 -3.10 1.63
H 1.29 -0.58 -0.28
H 0.85 -0.60 -1.93
H 0.77 0.77 -1.05
H 1.79 3.00 1.05
H 2.28 3.97 -0.02
O 2.21 3.05 0.17
*
```

Computed properties:
- highest occupied orbital energy (eV) = -14.566

These are the Mulliken partial charges, in e, on atoms 1 to 5: -0.4128, -0.0399, -0.2043, -0.6819, 0.0313

# 3
Entry from the Open Molecules 2025 dataset: C41H39BClN10O7PS2W as an isolated structure (ωB97M-V/def2-TZVPD).

ORCA input file:
```
! RIJCOSX wB97M-V def2-TZVPD def2/J DEFGRID3
* xyz 1 4
W 0.11 -1.57 -0.41
C -2.60 0.29 1.64
C -2.06 0.80 0.35
C -2.53 1.95 -0.28
C -1.78 2.10 -1.42
N -0.93 1.08 -1.51
N -1.08 0.26 -0.41
B 0.31 0.98 -2.44
N 0.29 -0.39 -3.19
C 0.45 -0.63 -4.49
C 0.29 -1.99 -4.71
C 0.04 -2.54 -3.46
C -0.21 -3.98 -3.16
N 0.05 -1.55 -2.53
N 1.53 0.96 -1.50
C 2.59 1.78 -1.48
C 3.51 1.27 -0.59
C 2.94 0.11 -0.07
C 3.62 -0.73 0.96
N 1.73 -0.09 -0.63
N 0.25 2.08 -3.47
C -0.77 2.21 -4.37
C -0.50 3.30 -5.15
C 0.73 3.80 -4.65
C 1.49 4.99 -5.14
N 1.16 3.06 -3.65
H -3.08 1.13 2.15
H -3.36 -0.48 1.47
H -1.83 -0.11 2.28
H -3.30 2.61 0.10
H -1.79 2.88 -2.16
H 0.65 0.16 -5.19
H 0.34 -2.51 -5.65
H -0.74 -4.43 -4.00
H 0.73 -4.52 -3.04
H -0.81 -4.12 -2.26
H 2.61 2.64 -2.12
H 4.47 1.68 -0.32
H 4.69 -0.55 0.89
H 3.29 -0.45 1.96
H 3.42 -1.79 0.83
H -1.59 1.51 -4.39
H -1.09 3.68 -5.96
H 0.99 5.44 -5.99
H 1.58 5.73 -4.35
H 2.50 4.70 -5.44
O -0.10 -3.64 2.89
Cl 0.35 -2.31 2.67
O 0.19 -1.47 3.80
O -0.55 -1.72 1.56
O 1.68 -2.28 2.10
S 1.84 1.77 4.65
P 0.54 2.75 3.52
S 0.72 1.70 1.84
C 0.94 4.50 3.30
C 1.53 4.96 2.12
C 1.86 6.30 2.01
C 1.61 7.17 3.06
C 1.03 6.71 4.24
C 0.69 5.37 4.35
C -1.16 2.69 4.12
C -2.11 3.54 3.55
C -3.44 3.41 3.90
C -3.83 2.43 4.81
C -2.88 1.59 5.38
C -1.54 1.72 5.03
H 1.72 4.27 1.31
H 2.31 6.67 1.10
H 1.88 8.22 2.97
H 0.84 7.39 5.05
H 0.24 5.00 5.26
H -1.80 4.30 2.84
H -4.18 4.07 3.47
H -4.87 2.34 5.09
H -3.18 0.84 6.09
H -0.80 1.06 5.45
N -4.70 -5.41 1.77
C -4.31 -4.62 1.04
C -3.84 -3.61 0.13
C -4.66 -3.09 -0.87
C -4.12 -2.13 -1.71
C -2.82 -1.73 -1.53
N -2.02 -2.23 -0.57
C -2.53 -3.16 0.24
H -5.68 -3.44 -0.97
H -4.71 -1.69 -2.50
H -2.39 -0.98 -2.18
H -1.89 -3.57 1.01
O 4.11 -4.16 -1.22
C 3.38 -5.17 -0.71
C 4.01 -6.40 -0.58
C 3.33 -7.48 -0.07
C 1.99 -7.37 0.34
C 1.36 -6.16 0.21
C 2.04 -5.05 -0.31
C 1.34 -3.80 -0.41
O 0.10 -3.65 -0.14
O 1.89 -2.70 -0.79
H 3.58 -3.34 -1.22
H 5.05 -6.49 -0.89
H 3.84 -8.43 0.02
H 1.47 -8.22 0.75
H 0.33 -6.03 0.53
*
```

Computed properties:
- highest occupied orbital energy (spin up / spin down) (eV) = -10.725 / -10.721

These are the Mulliken partial charges, in e, on atoms 1 to 5: 1.9942, -0.6927, 0.0257, -1.5270, -0.4590

# 4
Entry from the Open Molecules 2025 dataset: an isolated molecule of C22H31N3O4 (ωB97M-V/def2-TZVPD).

ORCA input file:
```
! RIJCOSX wB97M-V def2-TZVPD def2/J DEFGRID3
* xyz 0 1
C 2.68 -2.87 0.43
C 2.28 -2.48 1.83
O 1.75 -1.13 1.76
C 1.30 -0.64 2.92
O 1.45 -1.18 3.98
C 0.63 0.73 2.74
C -0.81 0.51 2.24
C -1.05 -0.63 1.26
O -1.58 -1.67 1.63
N -0.71 -0.39 -0.02
C -0.89 -1.41 -1.05
C -2.39 -1.55 -1.39
C -3.16 -0.29 -1.72
C -2.61 0.95 -1.98
C -3.44 2.02 -2.28
C -4.81 1.82 -2.31
N -5.37 0.64 -2.06
C -4.56 -0.37 -1.77
C 0.07 -1.23 -2.26
C -0.55 -1.02 -3.67
C 0.38 -0.03 -4.40
C 1.66 0.00 -3.57
C 1.14 -0.13 -2.14
C 0.59 1.43 4.11
C 1.99 1.83 4.56
C 2.57 2.84 3.59
N 2.36 2.41 2.21
C 1.40 1.58 1.73
O 1.18 1.52 0.53
H 3.07 -3.89 0.43
H 1.82 -2.84 -0.24
H 3.45 -2.21 0.04
H 1.50 -3.13 2.23
H 3.12 -2.49 2.52
H -1.43 0.26 3.10
H -1.18 1.44 1.81
H -0.09 0.40 -0.17
H -0.64 -2.36 -0.57
H -2.50 -2.27 -2.20
H -2.86 -2.00 -0.52
H -1.54 1.10 -1.97
H -3.02 3.00 -2.49
H -5.48 2.64 -2.54
H -5.04 -1.32 -1.56
H 0.62 -2.18 -2.32
H -0.60 -1.97 -4.20
H -1.57 -0.63 -3.63
H 0.55 -0.31 -5.44
H -0.07 0.97 -4.41
H 2.30 -0.85 -3.81
H 2.25 0.91 -3.72
H 0.70 0.83 -1.85
H 1.90 -0.37 -1.40
H -0.06 2.31 4.04
H 0.14 0.75 4.83
H 1.95 2.27 5.56
H 2.62 0.95 4.62
H 2.11 3.82 3.74
H 3.65 2.96 3.75
H 2.81 2.94 1.48
*
```

Computed properties:
- SMILES string = CCOC(=O)[C@@]1(CC(=O)N[C@@H](Cc2cccnc2)C2CCCC2)CCCNC1=O
- highest occupied orbital energy (eV) = -9.031

These are the Mulliken partial charges, in e, on atoms 1 to 5: -0.8952, -0.4348, -0.0922, -0.1549, -0.6277

# 5
Entry from the Open Molecules 2025 dataset: a 2-piece molecular cluster, C4H7Cl overall at a distorted geometry (ωB97M-V/def2-TZVPD).

ORCA input file:
```
! RIJCOSX wB97M-V def2-TZVPD def2/J DEFGRID3
* xyz 0 1
C 1.34 0.95 0.45
C 0.60 -0.39 0.07
C -0.72 -0.10 -0.24
C -1.92 -0.91 -0.10
H 2.48 0.62 0.63
H 1.09 1.76 1.27
H 0.99 -0.86 -0.76
H 0.74 -1.15 0.90
H -1.01 1.01 -0.84
H -2.83 -0.45 -0.39
H -2.05 -2.53 0.11
Cl 1.29 2.04 -1.08
*
```

Computed properties:
- highest occupied orbital energy (eV) = -9.249

These are the Mulliken partial charges, in e, on atoms 1 to 5: -0.4050, -0.3272, -0.0061, -0.7854, 0.2670

# 6
Entry from the Open Molecules 2025 dataset: an isolated molecule of C5H6OS at a distorted geometry (ωB97M-V/def2-TZVPD).

ORCA input file:
```
! RIJCOSX wB97M-V def2-TZVPD def2/J DEFGRID3
* xyz 0 1
S 0.45 0.85 -3.07
C -0.21 -0.16 -2.02
C -0.09 -0.01 -0.56
C 0.54 0.93 0.11
C 0.44 0.60 1.57
O -0.47 -0.48 1.66
C -0.70 -1.02 0.36
H -0.82 -0.97 -2.39
H 1.19 1.68 -0.33
H 0.10 1.41 2.21
H 1.45 0.21 1.90
H -0.14 -1.97 0.32
H -1.74 -1.07 0.23
*
```

Computed properties:
- SMILES string = S=CC1=CCOC1
- highest occupied orbital energy (eV) = -8.874

These are the Mulliken partial charges, in e, on atoms 1 to 5: -0.2551, -0.3887, 0.4787, -0.3390, -0.3875

# 7
Entry from the Open Molecules 2025 dataset: a 5-piece molecular cluster, C5H20NO5S overall at a distorted geometry (ωB97M-V/def2-TZVPD).

ORCA input file:
```
! RIJCOSX wB97M-V def2-TZVPD def2/J DEFGRID3
* xyz -1 1
C -1.42 -1.39 3.15
N -0.50 -0.90 2.01
C -1.01 -1.17 0.71
C 0.24 -1.42 -0.19
C -0.12 -2.13 -1.51
S 1.47 -1.98 -2.54
C -1.66 0.21 0.08
O -0.93 1.40 0.17
H -1.38 -2.46 3.05
H -2.41 -0.95 3.21
H -0.79 -0.94 3.98
H -0.38 0.06 2.09
H -1.55 -2.05 0.72
H 0.57 -0.33 -0.39
H 1.14 -1.96 0.10
H -0.98 -2.01 -2.15
H -0.22 -3.22 -1.31
H 0.75 -1.39 -3.51
H -2.53 0.53 0.74
H -1.82 -0.08 -1.02
H 0.18 3.04 -2.73
H -0.32 1.99 -2.04
O -0.57 2.45 -2.97
H 2.40 0.96 2.90
H 3.17 0.87 1.59
O 2.77 1.43 2.25
H -0.36 2.24 2.00
H -1.88 2.51 1.90
O -1.18 2.35 2.58
H -0.04 1.55 -0.37
H 1.23 0.81 -1.63
O 1.04 1.66 -1.28
*
```

Computed properties:
- highest occupied orbital energy (eV) = -4.755

These are the Mulliken partial charges, in e, on atoms 1 to 5: -0.9972, -0.3828, -0.2072, -0.4498, -0.8015

# 8
Entry from the Open Molecules 2025 dataset: C48H90O23S3 as an isolated structure at a distorted geometry (ωB97M-V/def2-TZVPD).

ORCA input file:
```
! RIJCOSX wB97M-V def2-TZVPD def2/J DEFGRID3
* xyz 0 1
C 4.66 -9.34 8.07
C 3.50 -8.30 8.23
C 2.74 -8.43 9.55
O 2.56 -7.05 9.85
C 3.38 -6.32 9.07
O 3.53 -5.12 9.22
O 4.06 -7.06 8.28
H 5.37 -9.30 8.91
H 5.24 -9.15 7.17
H 4.42 -10.40 7.96
H 2.84 -8.30 7.36
H 3.27 -8.90 10.37
H 1.78 -8.92 9.39
C -0.94 1.03 10.81
C 0.27 1.25 11.71
C -0.02 1.20 13.18
O 0.78 0.10 13.73
C 1.55 -0.39 12.74
O 2.38 -1.28 12.86
O 1.21 0.13 11.58
H -0.61 1.50 9.89
H -1.92 1.35 11.18
H -1.16 -0.02 10.60
H 0.61 2.28 11.62
H -1.06 0.94 13.38
H 0.28 2.19 13.52
C 3.56 -3.78 10.58
C 3.06 -2.32 10.77
C 4.03 -1.25 11.42
O 3.88 -0.15 10.58
C 3.23 -0.53 9.42
O 3.05 0.27 8.49
O 2.77 -1.76 9.48
H 2.79 -4.36 10.08
H 3.94 -4.27 11.48
H 4.47 -3.72 9.99
H 2.09 -2.29 11.26
H 5.02 -1.67 11.58
H 3.66 -0.97 12.41
C 3.90 -0.51 15.07
C 4.54 -0.22 13.69
O 5.39 -0.96 13.19
C 3.95 0.98 12.98
H 3.95 0.20 15.90
H 4.46 -1.34 15.51
H 2.90 -0.92 14.92
H 4.38 1.90 13.40
H 2.86 0.97 12.95
H 4.28 1.05 11.95
C 2.00 0.70 4.71
C 1.94 -0.68 5.31
O 2.31 -1.71 4.67
C 1.28 -0.84 6.67
H 1.07 1.27 4.79
H 2.23 0.54 3.66
H 2.76 1.27 5.24
H 0.94 -1.86 6.87
H 0.44 -0.14 6.79
H 2.08 -0.58 7.36
C 6.67 -4.16 14.76
C 5.23 -4.15 14.20
O 4.46 -5.16 14.30
C 4.78 -2.90 13.55
H 7.39 -3.58 14.17
H 7.15 -5.12 14.93
H 6.51 -3.61 15.69
H 5.65 -2.31 13.27
H 4.14 -2.25 14.16
H 4.15 -3.17 12.70
C 7.29 0.36 12.25
C 7.07 1.32 11.06
O 7.93 1.77 10.35
C 5.67 1.90 10.93
H 8.36 0.38 12.47
H 6.91 -0.62 11.98
H 6.70 0.81 13.05
H 4.99 1.06 10.78
H 5.44 2.53 10.07
H 5.28 2.40 11.81
C 5.56 -4.27 7.91
C 5.10 -2.88 7.61
O 5.83 -1.89 7.73
C 3.71 -2.75 6.97
H 5.33 -4.43 8.96
H 6.61 -4.35 7.64
H 5.16 -4.92 7.13
H 2.98 -2.81 7.78
H 3.63 -3.53 6.22
H 3.75 -1.78 6.48
C 2.54 -3.36 14.20
C 1.30 -4.11 13.70
O 0.86 -5.01 14.37
C 0.64 -3.67 12.36
H 2.34 -2.30 14.35
H 3.31 -3.63 13.48
H 2.80 -3.70 15.20
H -0.31 -4.19 12.25
H 1.35 -3.81 11.54
H 0.25 -2.65 12.37
C 2.23 2.20 8.31
C 3.20 2.57 9.42
O 4.12 3.35 9.20
C 2.97 1.96 10.80
H 1.47 2.97 8.19
H 1.89 1.17 8.40
H 2.78 2.09 7.38
H 1.96 2.15 11.18
H 3.75 2.38 11.43
H 3.12 0.89 10.84
C -1.50 -2.45 11.32
C -0.39 -2.81 10.31
O -0.06 -3.90 10.16
C 0.46 -1.67 9.75
H -1.06 -2.42 12.32
H -2.28 -3.21 11.38
H -1.81 -1.41 11.17
H -0.05 -0.98 9.07
H 1.35 -2.02 9.24
H 0.81 -1.07 10.59
C 3.59 -5.75 11.76
C 3.57 -7.27 12.12
C 4.92 -7.62 12.78
S 6.15 -6.81 11.68
O 6.41 -7.62 10.51
O 7.25 -6.25 12.47
C 4.95 -5.50 11.17
H 3.49 -5.11 12.64
H 2.70 -5.48 11.19
H 3.65 -7.80 11.17
H 2.69 -7.62 12.67
H 5.06 -8.70 12.84
H 5.02 -7.17 13.77
H 4.91 -5.47 10.08
H 5.37 -4.59 11.60
C 9.10 -2.84 11.17
C 8.28 -1.51 11.02
C 7.07 -1.92 10.15
S 6.46 -3.54 10.79
O 6.19 -4.45 9.70
O 5.51 -3.39 11.88
C 8.14 -3.91 11.60
H 9.99 -2.61 11.74
H 9.51 -3.05 10.18
H 8.89 -0.76 10.51
H 8.10 -1.09 12.01
H 7.33 -1.99 9.10
H 6.24 -1.24 10.00
H 8.44 -4.94 11.44
H 7.82 -3.84 12.64
C 5.82 1.15 8.43
C 5.60 -0.26 7.93
C 4.67 -0.34 6.67
S 5.15 1.30 5.76
O 3.94 2.09 5.63
O 6.02 0.99 4.62
C 6.20 1.90 7.15
H 6.52 1.19 9.26
H 4.82 1.45 8.73
H 5.17 -0.73 8.81
H 6.59 -0.71 7.82
H 3.60 -0.28 6.85
H 4.85 -1.20 6.02
H 6.14 2.98 7.00
H 7.22 1.56 6.99
*
```

Computed properties:
- highest occupied orbital energy (eV) = -7.439

These are the Mulliken partial charges, in e, on atoms 1 to 5: -1.4317, 0.3291, -0.6690, -0.3496, 0.4342

# 9
Entry from the Open Molecules 2025 dataset: an isolated ion of composition C5H6N and charge +1 at a distorted geometry (ωB97M-V/def2-TZVPD).

ORCA input file:
```
! RIJCOSX wB97M-V def2-TZVPD def2/J DEFGRID3
* xyz 1 1
C -0.86 0.39 -0.22
C -0.03 1.44 0.12
C -1.82 -0.34 0.75
C -2.04 -0.44 -0.53
C 0.66 0.43 -0.66
N 1.81 -0.05 0.23
H -2.13 -0.28 1.79
H -2.59 -0.91 -1.39
H 0.66 0.30 -1.67
H 2.51 0.65 0.33
H 2.24 -1.04 -0.01
H 1.59 -0.14 1.25
*
```

Computed properties:
- highest occupied orbital energy (eV) = -13.117

These are the Mulliken partial charges, in e, on atoms 1 to 5: 0.8350, -0.8525, -0.4288, -0.1717, -0.3454

# 10
Entry from the Open Molecules 2025 dataset: an isolated molecule of C8H10Br2Si at a distorted geometry (ωB97M-V/def2-TZVPD).

ORCA input file:
```
! RIJCOSX wB97M-V def2-TZVPD def2/J DEFGRID3
* xyz 0 1
C 1.58 -0.18 -2.12
Si 1.44 0.07 -0.22
Br 2.87 1.83 0.38
C 2.11 -1.31 0.89
Br 1.22 -3.10 0.50
C -0.28 0.45 0.46
C -1.27 -0.49 0.17
C -2.56 -0.36 0.57
C -3.01 0.78 1.06
C -2.10 1.87 1.22
C -0.75 1.61 1.11
H 1.14 0.62 -2.74
H 2.64 -0.26 -2.37
H 1.16 -1.15 -2.36
H 3.11 -1.63 0.70
H 1.99 -1.27 1.93
H -0.94 -1.45 -0.33
H -3.18 -1.21 0.56
H -4.01 0.84 1.46
H -2.43 2.91 1.53
H -0.01 2.36 1.22
*
```

Computed properties:
- SMILES string = C[Si@](Br)(CBr)c1ccccc1
- highest occupied orbital energy (eV) = -9.416

These are the Mulliken partial charges, in e, on atoms 1 to 5: -0.9527, 0.4816, -0.3611, -0.7545, -0.1770

# 11
Entry from the Open Molecules 2025 dataset: C4H7O2Pd as an isolated structure at a distorted geometry (ωB97M-V/def2-TZVPD).

ORCA input file:
```
! RIJCOSX wB97M-V def2-TZVPD def2/J DEFGRID3
* xyz 1 3
H -1.57 -3.25 -0.07
O -2.39 -1.39 -0.29
C -1.51 -2.19 0.24
H -1.29 -1.89 1.29
C 0.26 -1.64 -0.51
C 0.89 -0.42 -0.09
C 0.76 1.01 0.29
H 0.77 -2.53 -0.12
H 0.07 -1.68 -1.59
H 1.81 -0.73 0.44
H 0.76 0.59 -1.09
H 1.65 1.44 0.78
O -0.38 1.43 0.77
Pd -1.53 0.20 0.35
*
```

Computed properties:
- highest occupied orbital energy (spin up / spin down) (eV) = -13.208 / -14.038

These are the Mulliken partial charges, in e, on atoms 1 to 5: 0.3724, -0.4249, -0.3893, 0.5306, -0.7298

no.,calculated total energy (eV)
1,-25102.1461
2,-11934.9058
3,-118360.7067
4,-35979.3953
5,-16778.8865
6,-18163.1003
7,-28070.4731
8,-130776.3377
9,-6757.7169
10,-156422.1366
11,-11820.0964